(1)
C36H35N3O6S | ωB97M-V/def2-TZVPD

The LUMO energy is -2.762 eV. The value obtained for the total energy is -65484.75959 eV.

```
81
C36H35N3O6S, DFT ωB97M-V/def2-TZVPD
C 5.3237 1.4000 2.4390
C 4.3616 1.4955 3.4529
C 3.0052 1.3982 3.1383
C 2.6160 1.1551 1.8167
S 0.8600 1.1612 1.4069
C 0.1746 -0.4040 1.6776
C -1.2105 -0.6129 1.9350
O -1.6870 -1.7579 2.0937
C -2.1311 0.5828 1.9802
C -2.1788 1.5057 0.9346
C -3.0955 2.5575 0.9732
C -3.9676 2.6880 2.0597
C -3.9506 1.7364 3.0877
C -3.0479 0.6727 3.0290
O 0.3184 2.1083 2.3593
O 0.8663 1.4901 -0.0064
C 3.5675 1.1512 0.7914
C 4.9246 1.2505 1.1055
H 6.3841 1.4509 2.6873
H 4.6584 1.6532 4.4913
H 2.2438 1.5402 3.9022
H 0.8802 -1.2290 1.6556
H -1.5268 1.4068 0.0678
H -3.1034 3.2717 0.1506
H -4.6594 3.5298 2.1041
H -4.6426 1.8117 3.9275
H -3.0490 -0.0860 3.8142
H 3.2413 1.1004 -0.2450
H 5.6612 1.2143 0.3005
C 0.3403 -10.7707 0.2858
N 0.4872 -9.3325 0.2668
C 1.2969 -8.7253 -0.6497
O 1.9833 -9.3022 -1.4906
C 1.2145 -7.2149 -0.3980
C 0.6651 -6.4563 -1.6023
C 1.6051 -6.5396 -2.7831
C 1.1406 -7.0860 -3.9820
C 2.0205 -7.2701 -5.0474
C 3.3589 -6.8814 -4.9182
C 3.8116 -6.2808 -3.7375
C 2.9319 -6.1082 -2.6643
N 0.3464 -7.1257 0.7767
C 0.0366 -5.9271 1.3141
C -0.8122 -5.7478 2.4034
C -1.1701 -4.5292 2.9579
C -2.0645 -4.4434 4.0897
C -2.5794 -5.6068 4.7247
C -3.4491 -5.5187 5.8263
N -3.9643 -6.7298 6.3883
O -4.7440 -6.6623 7.3648
O -3.6164 -7.8224 5.8773
C -3.8273 -4.2790 6.3649
C -3.3400 -3.1188 5.7516
C -2.4919 -3.2004 4.6471
C -0.1713 -8.4387 1.2198
C -1.6938 -8.5399 1.0712
C 0.2527 -8.7905 2.6506
H 0.9172 -11.2023 -0.5347
H 0.7024 -11.1919 1.2305
H -0.7085 -11.0667 0.1703
H 2.2350 -6.8572 -0.1519
H -0.3215 -6.8752 -1.8682
H 0.5090 -5.4098 -1.3032
H 0.0991 -7.4125 -4.0454
H 1.6576 -7.7287 -5.9675
H 4.0533 -7.0640 -5.7359
H 4.8494 -5.9575 -3.6403
H 3.2773 -5.6803 -1.7186
H 0.4804 -5.0486 0.8317
H -1.2545 -6.6390 2.8462
H -0.8227 -3.6026 2.5094
H -2.3290 -6.6090 4.3893
H -4.4812 -4.2640 7.2353
H -3.6403 -2.1480 6.1492
H -2.1457 -2.2923 4.1557
H -1.9811 -8.3695 0.0256
H -2.0280 -9.5360 1.3858
H -2.1988 -7.7950 1.6890
H 1.3484 -8.8213 2.7080
H -0.1084 -8.0436 3.3598
H -0.1636 -9.7677 2.9282
```

Löwdin atomic charge list, values in e, 5 entries: -0.0945, -0.0860, -0.0633, -0.2683, 0.6521


(2)
C36H36Cl40F8N2 | ωB97M-V/def2-TZVPD

As for the SMILES: C=C[C@](C#N)(CCC(F)=C(F)F)[C@](C#N)(CCCCCCCCCCC)CCCC(F)(F)C(F)(F)F.ClC(Cl)(Cl)Cl.ClC(Cl)(Cl)Cl.ClC(Cl)(Cl)Cl.ClC(Cl)(Cl)Cl.ClC(Cl)(Cl)Cl.ClC(Cl)(Cl)Cl.ClC(Cl)(Cl)Cl.ClC(Cl)(Cl)Cl.ClC(Cl)(Cl)Cl.ClC(Cl)(Cl)Cl. The LUMO energy is -0.180 eV. The value obtained for the total energy is -563525.34177 eV.

```
122
C36H36Cl40F8N2, DFT ωB97M-V/def2-TZVPD
C -6.6605 -5.2997 -0.7405
C -5.4126 -5.1946 -1.1808
C -4.6304 -3.8582 -1.2416
C -5.6800 -2.8208 -1.5602
N -6.2462 -1.9386 -1.9635
C -3.5644 -4.0175 -2.3779
C -3.3407 -2.7575 -3.2673
C -1.8236 -2.6506 -3.4871
F -1.0640 -3.7417 -3.7163
C -1.2333 -1.4660 -3.4236
F -0.0609 -1.2068 -2.9059
F -1.8748 -0.4168 -3.9093
C -3.9062 -3.5762 0.1544
C -5.0108 -3.2487 1.1319
N -5.8354 -2.9431 1.8358
C -2.8501 -2.4581 0.0732
C -3.4411 -1.0263 -0.1921
C -2.8659 0.0180 0.8232
C -3.4839 -0.1068 2.2367
C -2.5344 0.2845 3.4024
C -1.1351 -0.4065 3.3740
C 0.0072 0.6224 3.6187
C 0.2082 1.6618 2.4730
C -0.4115 3.0790 2.7701
C -1.5838 3.4385 1.8185
C -1.1067 3.5514 0.3155
C -3.3424 -4.9710 0.6231
C -2.1693 -4.8931 1.6525
C -0.8139 -5.0250 0.8812
C 0.3626 -4.2345 1.4755
F 0.1042 -3.6515 2.6611
F 1.3668 -5.1409 1.7170
C 0.9881 -3.1553 0.5311
F 2.2781 -3.0161 0.8751
F 0.4403 -1.9616 0.7308
F 0.9789 -3.4969 -0.7423
H -6.9515 -6.2256 -0.2262
H -7.4559 -4.5645 -0.8949
H -4.8995 -6.1166 -1.4786
H -3.8093 -4.8990 -2.9845
H -2.6025 -4.2531 -1.8904
H -3.8385 -2.9311 -4.2336
H -3.6364 -1.8121 -2.8065
H -2.2894 -2.3533 1.0187
H -2.0838 -2.6272 -0.7014
H -3.1650 -0.6403 -1.1871
H -4.5345 -0.9846 -0.0760
H -1.7640 -0.0783 0.8091
H -3.0694 1.0027 0.3623
H -4.3293 0.6059 2.2797
H -3.9015 -1.1157 2.3826
H -2.4245 1.3754 3.4956
H -3.0388 -0.0327 4.3346
H -0.9592 -1.0262 2.4835
H -1.1099 -1.0964 4.2381
H 0.9433 0.0411 3.7271
H -0.1581 1.1106 4.5949
H -0.1543 1.2525 1.5154
H 1.2958 1.8354 2.4092
H -0.8327 3.0418 3.7907
H 0.3583 3.8656 2.7598
H -2.3836 2.6826 1.8340
H -2.0218 4.3943 2.1492
H -0.0390 3.8334 0.2937
H -1.7431 4.3270 -0.1415
H -1.2912 2.5826 -0.1752
H -2.9753 -5.5721 -0.2235
H -4.1690 -5.4836 1.1400
H -2.2423 -4.0020 2.2898
H -2.2600 -5.7794 2.2984
H -0.5436 -6.0902 0.8993
H -0.9734 -4.7655 -0.1777
C -0.3134 -9.6191 1.8299
Cl 0.5576 -8.8748 3.1759
Cl 0.8343 -10.1013 0.5751
Cl -1.1925 -11.0415 2.4068
Cl -1.4623 -8.4463 1.1586
C 3.0868 4.7696 0.8951
Cl 2.1542 3.3780 0.3167
Cl 4.7613 4.2617 1.2032
Cl 3.0506 6.0428 -0.3305
Cl 2.3775 5.3795 2.3949
C 6.8148 7.7644 -1.2280
Cl 8.5729 7.9386 -1.3921
Cl 6.1618 9.1754 -0.3779
Cl 6.0733 7.6449 -2.8320
Cl 6.4472 6.2987 -0.3079
C 9.0143 10.6493 -4.7205
Cl 8.4872 12.1584 -5.4769
Cl 8.0545 10.3596 -3.2635
Cl 8.7859 9.2914 -5.8436
Cl 10.7240 10.7721 -4.2863
C 9.5533 11.4752 -9.8936
Cl 8.8676 10.7246 -11.3441
Cl 11.3189 11.3782 -9.9567
Cl 9.0575 13.1732 -9.8179
Cl 8.9700 10.6281 -8.4527
C 6.1466 13.0958 -0.0299
Cl 5.5889 14.6159 -0.7433
Cl 4.7795 12.2659 0.7340
Cl 6.8294 12.0634 -1.2944
Cl 7.3848 13.4341 1.1880
C 1.7009 -3.5787 6.2120
Cl 1.8003 -4.4581 4.6826
Cl 1.1042 -1.9419 5.9141
Cl 0.5914 -4.4210 7.3069
Cl 3.3068 -3.4930 6.9529
C -4.2737 -6.7963 4.9617
Cl -4.8156 -5.3124 4.1620
Cl -5.6714 -7.6570 5.6201
Cl -3.4495 -7.8351 3.7854
Cl -3.1561 -6.3897 6.2703
C 5.5323 7.7008 -10.7975
Cl 6.6040 8.9467 -10.1433
Cl 4.2771 7.3131 -9.6103
Cl 4.7749 8.2956 -12.2828
Cl 6.4725 6.2452 -11.1575
C -5.2293 -12.1529 5.1118
Cl -6.4000 -12.8343 3.9722
Cl -3.6371 -12.0672 4.3425
Cl -5.7342 -10.5216 5.5763
Cl -5.1369 -13.1817 6.5493
```

Löwdin atomic charge list, values in e, 5 entries: 0.0382, -0.1417, -0.3237, -0.2036, 0.2190


(3)
C36H36GeN4O2S6Tc | ωB97M-V/def2-TZVPD

Its total charge is +1. The LUMO energy (alpha / beta) is -3.851 / -3.850 eV. The value obtained for the total energy is -171693.48927 eV.

```
86
C36H36GeN4O2S6Tc, DFT ωB97M-V/def2-TZVPD
Tc -0.4730 0.1732 1.7187
C 0.8120 -3.0031 -3.6987
C -0.4677 -2.3743 -3.1540
N -0.9219 -2.9377 -1.8763
C -1.8107 -4.1097 -1.9489
C -1.0758 -5.4154 -1.6619
C -0.5946 -2.4718 -0.6678
S 0.7926 -1.2498 -0.7802
N -1.1151 -3.0501 0.3724
C -1.2268 -2.7441 1.6589
O -0.9215 -1.6160 2.1349
C -1.7721 -3.7674 2.5622
C -2.3628 -4.9274 2.0610
C -2.9315 -5.8405 2.9290
C -2.9119 -5.6077 4.2982
C -2.3044 -4.4662 4.8041
C -1.7377 -3.5469 3.9400
H 1.1004 -2.4762 -4.6084
H 0.6660 -4.0544 -3.9462
H 1.6299 -2.9206 -2.9828
H -1.2758 -2.5271 -3.8684
H -0.3307 -1.3036 -3.0425
H -2.2324 -4.1323 -2.9515
H -2.6231 -3.9681 -1.2396
H -0.2431 -5.5502 -2.3512
H -1.7586 -6.2560 -1.7841
H -0.6908 -5.4255 -0.6432
H -2.3800 -5.0938 0.9936
H -3.3975 -6.7385 2.5459
H -3.3703 -6.3180 4.9735
H -2.2724 -4.2929 5.8711
H -1.2581 -2.6566 4.3249
O 2.5434 3.7030 6.7463
C 2.0762 3.1207 5.8166
S 0.7136 3.7291 4.8482
C 0.6388 2.3611 3.7569
C 1.5249 1.3465 3.9519
S 1.5488 -0.0812 3.0100
S 2.6662 1.5315 5.2556
S -0.5261 2.3100 2.4971
C -5.7863 2.7981 1.1092
N -4.9457 1.6126 1.1378
C -3.6496 1.6020 0.8577
N -3.0464 2.7416 0.5407
S -2.8408 0.0924 0.8303
H -6.8038 2.5122 1.3540
H -5.7813 3.2563 0.1181
H -5.4520 3.5297 1.8478
H -5.3638 0.7200 1.3356
H -3.4932 3.6307 0.7003
H -2.0490 2.7330 0.4168
C 0.5515 0.2100 0.0901
Ge 1.7623 1.5213 -0.8766
C 3.5742 0.7940 -0.7705
C 4.2746 0.9415 0.4269
C 5.5784 0.4832 0.5352
C 6.1904 -0.1303 -0.5497
C 5.4929 -0.2971 -1.7368
C 4.1884 0.1609 -1.8479
C 1.7127 3.3548 -0.1842
C 2.8950 4.0341 0.0974
C 2.8668 5.3791 0.4404
C 1.6581 6.0555 0.5027
C 0.4761 5.3933 0.1995
C 0.5095 4.0540 -0.1516
C 0.8645 1.5756 -2.6334
C 1.5538 1.7363 -3.8320
C 0.8652 1.8211 -5.0347
C -0.5210 1.7714 -5.0493
C -1.2208 1.6390 -3.8576
C -0.5312 1.5346 -2.6588
H 3.7943 1.4113 1.2788
H 6.1178 0.6089 1.4650
H 7.2113 -0.4788 -0.4665
H 5.9683 -0.7813 -2.5803
H 3.6436 0.0218 -2.7750
H 3.8424 3.5127 0.0421
H 3.7910 5.9024 0.6478
H 1.6366 7.1045 0.7674
H -0.4641 5.9309 0.2173
H -0.3994 3.5460 -0.4540
H 2.6357 1.8054 -3.8252
H 1.4111 1.9386 -5.9622
H -1.0572 1.8432 -5.9868
H -2.3038 1.6147 -3.8603
H -1.0840 1.4067 -1.7310
```

Löwdin atomic charge list, values in e, 5 entries: 0.7024, -0.0602, -0.2270, -0.0907, -0.1797


(4)
C36H36N8O2SY | ωB97M-V/def2-TZVPD

Its total charge is -1. The LUMO energy is 2.365 eV. The value obtained for the total energy is -65815.78000 eV.

```
84
C36H36N8O2SY, DFT ωB97M-V/def2-TZVPD
Y -0.1449 -0.3638 0.1657
C 3.4806 2.1820 -2.4435
C 2.1672 1.9626 -1.7403
O 1.8856 0.8728 -1.2990
C 1.2548 3.1784 -1.6013
C 0.0169 2.7852 -0.8632
C -1.3064 2.8323 -1.5602
N 0.0859 2.3714 0.3435
N 1.2737 2.6473 1.0124
C 1.8250 1.6289 1.5982
O 1.4908 0.3958 1.4537
C 2.9833 1.9193 2.4986
C 3.7774 0.8648 2.9363
C 4.8509 1.0999 3.7842
C 5.1365 2.3911 4.2042
C 4.3432 3.4472 3.7712
C 3.2727 3.2138 2.9228
H 3.4556 1.5998 -3.3633
H 4.2868 1.8106 -1.8104
H 3.6462 3.2309 -2.6854
H 1.8181 3.9349 -1.0471
H -1.6318 3.8777 -1.6024
H -2.0548 2.2654 -1.0064
H -1.2366 2.4652 -2.5824
H 3.5343 -0.1338 2.5983
H 5.4656 0.2730 4.1185
H 5.9721 2.5751 4.8688
H 4.5600 4.4559 4.1020
H 2.6422 4.0226 2.5791
C -2.0646 -2.6039 2.3911
N -0.7563 -2.5107 1.7495
C 0.2691 -2.3493 2.7855
C -0.5155 -3.7464 0.9913
C 0.7610 -3.6809 0.1908
C 1.5608 -4.8137 0.0755
C 2.7389 -4.7581 -0.6571
C 3.0953 -3.5653 -1.2721
C 2.2677 -2.4512 -1.1577
C 1.0834 -2.4536 -0.4062
H -2.1249 -3.5019 3.0258
H -2.8455 -2.6628 1.6317
H -2.2386 -1.7235 3.0055
H 0.2708 -3.2125 3.4697
H 0.0650 -1.4407 3.3499
H 1.2522 -2.2633 2.3252
H -1.3712 -3.8770 0.3190
H -0.5110 -4.6091 1.6797
H 1.2749 -5.7388 0.5699
H 3.3753 -5.6324 -0.7351
H 4.0186 -3.5048 -1.8394
H 2.5738 -1.5326 -1.6509
S -5.0827 0.1064 0.1497
C -4.7246 -0.9234 -1.2012
C -5.5841 -1.4368 -2.1663
C -5.0528 -2.2763 -3.1273
C -3.6917 -2.6005 -3.1221
C -2.8378 -2.0862 -2.1674
C -3.3606 -1.2284 -1.1998
N -2.6406 -0.6466 -0.1669
C -3.3975 0.0556 0.6270
C -2.8975 0.7009 1.8406
C -3.7767 1.3995 2.6779
C -3.3007 1.9470 3.8519
C -1.9506 1.7927 4.1674
C -1.0992 1.1123 3.3097
C -1.5248 0.5289 2.1059
H -6.6376 -1.1891 -2.1613
H -5.6986 -2.6864 -3.8932
H -3.2982 -3.2593 -3.8851
H -1.7798 -2.3169 -2.1670
H -4.8260 1.5118 2.4198
H -3.9642 2.4875 4.5159
H -1.5679 2.2192 5.0891
H -0.0491 1.0414 3.5865
N -0.2236 1.3226 -6.5847
C -0.0300 1.3415 -5.1989
N 0.7563 2.1743 -4.5997
N -0.7447 0.3667 -4.5831
C -0.5875 0.1473 -3.3316
N -0.5164 -0.1306 -2.1995
H -0.1367 2.2181 -7.0356
H -1.0493 0.8113 -6.8526
H 1.2003 2.7841 -5.2830
H 1.0452 3.5375 -2.6091
```

Löwdin atomic charge list, values in e, 5 entries: 1.4414, -0.0062, -0.4185, 0.0094, -0.0817


(5)
C36H37N4OPS2ScSe2Te | ωB97M-V/def2-TZVPD

Its total charge is +1. The LUMO energy is -3.447 eV. The value obtained for the total energy is -235586.19181 eV.

```
85
C36H37N4OPS2ScSe2Te, DFT ωB97M-V/def2-TZVPD
Sc 1.1070 0.3906 -0.5538
C -0.9383 1.4813 4.4435
S 0.8091 1.0438 4.2980
C 1.1842 1.1262 2.5924
S 0.0792 1.7815 1.4279
N 2.4050 0.7338 2.3602
N 2.7124 0.7621 1.0087
C 3.9305 0.9818 0.7138
C 4.3383 0.9405 -0.6989
C 5.6347 1.2460 -1.0713
C 5.9776 1.1673 -2.4129
C 5.0152 0.7714 -3.3233
C 3.7405 0.4797 -2.8596
N 3.3946 0.5750 -1.5795
H -1.0410 2.2166 5.2381
H -1.5129 0.5910 4.6893
H -1.3076 1.8961 3.5096
H 4.6516 1.1902 1.4998
H 6.3576 1.5324 -0.3195
H 6.9826 1.4019 -2.7373
H 5.2389 0.6729 -4.3760
H 2.9737 0.1482 -3.5476
Se 1.3575 -1.7970 -2.2835
P 0.3933 -2.9243 -0.6959
Se -0.4786 -1.5189 0.6937
C 1.6140 -3.9894 0.1099
C 1.4382 -4.3502 1.4437
C 2.3409 -5.2100 2.0514
C 3.4192 -5.7099 1.3349
C 3.5993 -5.3490 0.0070
C 2.7011 -4.4878 -0.6054
C -0.8421 -4.0286 -1.4102
C -0.4459 -4.9547 -2.3763
C -1.3777 -5.8124 -2.9330
C -2.7082 -5.7501 -2.5305
C -3.1040 -4.8325 -1.5717
C -2.1709 -3.9691 -1.0088
H 0.6061 -3.9514 2.0103
H 2.2042 -5.4849 3.0888
H 4.1249 -6.3756 1.8143
H 4.4421 -5.7346 -0.5514
H 2.8565 -4.1899 -1.6349
H 0.5881 -5.0040 -2.6973
H -1.0707 -6.5318 -3.6804
H -3.4357 -6.4217 -2.9672
H -4.1382 -4.7864 -1.2570
H -2.4761 -3.2524 -0.2570
O -0.9328 0.6928 -1.5415
C -1.4861 1.8169 -2.2555
C -0.9632 1.8654 -3.6739
C 0.5608 1.7187 -3.7478
C 1.2788 2.7384 -2.9103
C 1.8153 3.8764 -3.4916
C 2.4201 4.8366 -2.6991
C 2.4530 4.6436 -1.3294
C 1.8979 3.4893 -0.8123
N 1.3360 2.5387 -1.5768
H -1.3855 -0.1290 -1.7653
H -1.1963 2.6937 -1.6808
H -2.5737 1.7467 -2.2292
H -1.2817 2.8112 -4.1215
H -1.4139 1.0661 -4.2672
H 0.8789 1.8106 -4.7864
H 0.8278 0.7100 -3.4260
H 1.7493 3.9997 -4.5645
H 2.8498 5.7241 -3.1454
H 2.8938 5.3709 -0.6624
H 1.8808 3.3039 0.2528
C -3.7139 2.7887 1.9279
Te -3.5759 0.8546 1.0523
C -4.7784 0.1676 2.6723
C -5.0050 1.3690 3.5622
C -5.7269 1.2338 4.7485
C -5.9394 2.3212 5.5760
C -5.4294 3.5669 5.2245
C -4.7141 3.7094 4.0496
C -4.4948 2.6163 3.2106
H -4.2113 3.4741 1.2444
H -2.7049 3.1569 2.1181
H -4.2351 -0.6150 3.1996
H -5.7128 -0.2483 2.3014
H -6.1243 0.2627 5.0201
H -6.5016 2.2013 6.4927
H -5.5935 4.4229 5.8658
H -4.3176 4.6795 3.7730
```

Löwdin atomic charge list, values in e, 5 entries: 0.5233, -0.3913, 0.9034, -1.0831, 0.5636